Formula: C30H41FN9NiO3P
Source: OMol25
Level of theory: ωB97M-V with the def2-TZVPD basis set

Last column: Mulliken spin population.
Element x y z (Å)
Ni  1.696  2.349  -0.744  1.0364
N  3.409  -0.268  -2.416  -0.0025
C  3.021  -0.365  -1.139  -0.0302
N  3.654  -1.271  -0.390  0.0418
C  3.140  -1.392  0.870  -0.0156
N  3.836  -2.255  1.696  0.0016
N  1.991  -0.891  1.396  0.0679
C  1.414  0.018  0.555  0.0485
N  2.062  0.381  -0.602  0.0582
C  0.221  0.744  0.900  0.2373
C  -0.175  1.039  2.174  -0.0436
C  -1.031  2.075  2.566  0.3184
C  -1.833  2.968  1.771  -0.0583
C  -2.033  2.785  0.454  0.2096
N  -1.563  1.664  -0.242  -0.0173
H  4.133  -0.891  -2.726  0.0002
H  2.907  0.393  -3.005  -0.0011
H  4.692  -2.566  1.249  0.0002
H  3.854  -1.944  2.689  -0.0005
H  0.310  0.314  2.874  -0.0035
H  -1.056  2.243  3.630  0.0085
H  -2.268  3.860  2.252  0.0038
H  -2.702  3.454  -0.213  -0.0233
C  -5.469  -3.653  0.032  0.0005
C  -4.950  -2.457  0.876  0.0006
N  -3.970  -1.491  0.315  0.0009
C  -4.521  -0.235  0.077  0.0117
C  -3.706  0.818  -0.223  0.0768
C  -1.797  2.097  -3.113  -0.0030
O  -2.836  2.606  -2.981  -0.0003
O  -0.746  1.627  -3.224  -0.0004
C  -2.340  0.489  -0.389  -0.0107
O  -0.184  1.521  -0.144  0.1015
C  -1.786  -0.875  -0.477  0.0160
C  -0.577  -1.260  -1.076  0.0104
C  -0.158  -2.544  -0.759  -0.0359
F  1.086  -2.919  -1.360  0.0005
C  -0.850  -3.481  -0.078  0.0049
C  -2.119  -3.137  0.331  0.0058
C  -2.668  -1.862  0.051  0.0187
N  -0.299  -4.776  0.274  -0.0009
C  1.010  -4.745  0.936  0.0006
C  1.000  -5.869  1.881  0.0006
N  0.055  -6.952  1.383  -0.0001
C  0.155  -7.087  -0.122  0.0000
C  -0.472  -5.803  -0.730  -0.0003
H  -6.313  -4.077  0.507  0.0000
H  -4.750  -4.489  -0.119  0.0000
H  -5.710  -3.361  -0.951  -0.0001
H  -4.676  -2.925  1.855  0.0000
H  -5.900  -1.886  0.978  -0.0001
H  -5.579  -0.093  0.281  0.0001
H  0.027  -0.607  -1.626  0.0040
H  -2.661  -3.942  0.894  0.0002
H  1.186  -3.796  1.427  -0.0014
H  1.804  -4.898  0.244  -0.0004
H  0.590  -5.610  2.844  -0.0001
H  2.000  -6.275  2.087  0.0001
H  -0.914  -6.724  1.556  0.0000
H  0.251  -7.857  1.877  0.0000
H  -0.344  -8.102  -0.410  0.0000
H  1.212  -7.215  -0.387  0.0000
H  -1.548  -5.912  -0.986  0.0001
H  0.063  -5.467  -1.675  0.0001
C  -0.251  6.710  -1.461  0.0004
C  -0.059  5.174  -1.534  -0.0030
P  1.446  4.465  -0.768  -0.0350
C  1.414  5.478  0.785  0.0036
C  2.605  5.218  1.770  0.0049
C  2.784  5.161  -1.855  0.0006
C  4.213  4.886  -1.460  -0.0062
H  -0.443  7.127  -0.481  0.0003
H  -1.173  6.838  -1.968  -0.0006
H  0.591  7.304  -1.972  0.0002
H  -0.230  4.845  -2.593  -0.0008
H  -0.883  4.683  -0.869  -0.0005
H  0.426  5.411  1.230  0.0013
H  1.571  6.541  0.405  -0.0009
H  2.529  4.240  2.232  -0.0001
H  2.757  5.978  2.537  0.0002
H  3.485  5.152  1.112  -0.0020
H  2.637  6.239  -1.923  0.0017
H  2.622  4.716  -2.811  0.0002
H  4.345  5.489  -0.573  0.0021
H  4.924  5.246  -2.173  0.0010
H  4.416  3.881  -1.102  -0.0041

Computed properties:
* spin multiplicity: 3
* frontier orbital gap (spin up / spin down): 6.77 / 5.83 eV
* net charge: +2
* E_LUMO (spin up / spin down): -5.0732 / -6.2048 eV
* expectation value of S²: 2.056

Formula: C15H17NO
Source: OMol25
Level of theory: ωB97M-V with the def2-TZVPD basis set

Last column: natural (NBO) charge in e.
Element x y z (Å)
C  1.938  -1.074  -1.151  -0.4060
N  2.205  -0.454  0.145  -0.4330
C  1.360  0.632  0.522  0.1373
C  1.203  1.802  -0.272  -0.2359
C  0.308  2.816  0.111  -0.1943
C  -0.515  2.651  1.233  -0.2129
C  -0.423  1.462  1.975  -0.2002
C  0.547  0.502  1.663  -0.2136
C  3.386  -0.725  0.753  0.1482
H  0.925  -0.807  -1.450  0.2225
H  2.652  -0.784  -1.940  0.1977
H  2.002  -2.158  -1.028  0.2197
H  1.808  1.943  -1.170  0.2198
H  0.228  3.740  -0.477  0.2202
H  -1.274  3.404  1.490  0.2216
H  -1.117  1.283  2.801  0.2225
H  0.669  -0.390  2.287  0.2398
H  3.840  0.037  1.375  0.2140
H  4.076  -1.365  0.204  0.2134
C  5.559  -4.686  5.666  -0.6293
C  5.570  -3.646  4.585  0.0174
C  6.799  -3.029  4.353  -0.2873
C  6.902  -2.050  3.366  -0.1924
C  5.793  -1.669  2.604  -0.3253
C  4.518  -2.285  2.832  0.3518
O  3.432  -1.971  2.180  -0.6513
C  4.443  -3.302  3.851  -0.3071
H  4.555  -5.107  5.762  0.2097
H  6.280  -5.478  5.405  0.2162
H  5.868  -4.217  6.615  0.2164
H  7.671  -3.317  4.944  0.2006
H  7.870  -1.599  3.211  0.2024
H  5.877  -0.906  1.834  0.1869
H  3.479  -3.782  4.028  0.2107

Computed properties:
* frontier orbital gap: 7.66 eV
* net charge: 0
* E_LUMO: 0.5097 eV

Formula: C16H23FN2
Source: OMol25
Level of theory: ωB97M-V with the def2-TZVPD basis set

Last column: natural (NBO) charge in e.
Element x y z (Å)
F  -1.815  -1.011  -2.024  -0.2754
C  -2.415  -0.606  -1.032  0.3988
C  -3.451  -1.301  -0.614  -0.2831
C  -4.293  -1.017  0.483  -0.2634
C  -4.013  0.030  0.991  -0.1026
C  -3.048  0.901  0.737  -0.2690
C  -2.322  0.474  -0.245  -0.0502
C  -1.113  1.469  -1.028  -0.2525
N  -0.411  2.042  0.122  -0.4643
C  0.374  0.981  1.008  -0.2505
H  0.529  1.698  1.992  0.1974
C  1.533  0.566  0.293  -0.0134
N  1.359  -0.542  -0.878  -0.6638
H  1.947  -0.012  -1.511  0.3675
C  1.359  -1.809  -0.753  -0.0024
C  0.564  -2.486  0.680  -0.3790
H  0.564  -1.956  1.463  0.1720
H  -0.372  -2.945  0.405  0.2023
C  1.920  -3.317  0.650  -0.3807
H  2.153  -3.519  1.847  0.1931
H  1.574  -4.402  0.179  0.2058
C  2.549  -2.430  -0.037  -0.5180
H  3.336  -1.767  0.425  0.2341
H  3.165  -2.969  -0.810  0.2042
H  1.002  -2.026  -1.817  0.2308
C  2.628  1.669  0.007  -0.4317
C  1.810  2.464  -0.864  -0.4365
C  0.563  3.268  -0.174  -0.1686
H  0.726  3.578  0.900  0.1961
H  0.007  3.777  -0.690  0.1634
H  1.543  2.299  -1.864  0.2333
H  2.405  3.485  -1.196  0.1841
H  3.470  1.318  -0.476  0.2155
H  2.847  2.018  0.911  0.2203
H  2.114  -0.187  1.177  0.1656
H  -0.319  0.412  1.247  0.1945
H  -0.430  0.849  -1.736  0.2056
H  -1.505  2.303  -1.218  0.1838
H  -2.755  1.958  1.194  0.2598
H  -4.730  0.657  2.094  0.1145
H  -5.082  -1.673  1.026  0.2386
H  -3.967  -2.241  -0.864  0.2242

Computed properties:
* frontier orbital gap: 8.41 eV
* net charge: 0
* E_LUMO: 0.8015 eV

Formula: C19H19BFI2N3O2Pd
Source: OMol25
Level of theory: ωB97M-V with the def2-TZVPD basis set

Last column: natural (NBO) charge in e.
Element x y z (Å)
Pd  -0.990  -0.713  -0.862  0.7177
C  3.742  -1.355  1.771  -0.7130
C  2.622  -0.824  0.917  0.5606
O  1.547  -0.521  1.379  -0.5349
C  2.935  -0.732  -0.545  -0.3185
C  2.229  -0.085  -1.471  0.2096
C  2.478  -0.156  -2.944  -0.6491
N  1.018  0.599  -1.172  -0.1411
N  1.075  1.567  -0.408  -0.1801
C  -0.254  2.017  -0.054  0.6543
O  -1.182  1.222  0.013  -0.5597
C  -0.390  3.439  0.256  -0.1174
C  -1.669  3.955  0.476  -0.1622
C  -1.826  5.299  0.752  -0.2131
C  -0.710  6.129  0.812  -0.1591
C  0.561  5.618  0.596  -0.2183
C  0.728  4.272  0.317  -0.1681
H  3.863  -2.422  1.569  0.2429
H  4.687  -0.870  1.521  0.2277
H  3.503  -1.213  2.821  0.2419
H  3.787  -1.306  -0.890  0.2261
H  3.409  -0.678  -3.148  0.2369
H  1.658  -0.701  -3.417  0.2492
H  2.524  0.844  -3.380  0.2242
H  -2.522  3.293  0.422  0.2372
H  -2.814  5.706  0.920  0.2250
H  -0.836  7.181  1.032  0.2219
H  1.424  6.268  0.651  0.2241
H  1.714  3.859  0.162  0.2386
F  -3.314  -2.994  4.217  -0.3296
C  -2.797  -2.521  3.061  0.3885
C  -3.383  -1.418  2.476  -0.2816
C  -2.845  -0.931  1.290  -0.2628
C  -1.743  -1.559  0.727  -0.0332
C  -1.177  -2.677  1.318  -0.2365
C  -1.707  -3.161  2.508  -0.2727
H  -4.241  -0.953  2.943  0.2272
H  -3.289  -0.064  0.820  0.2203
H  -0.334  -3.176  0.863  0.2360
H  -1.289  -4.030  2.998  0.2316
B  0.011  -4.924  -2.653  -0.5880
C  -0.373  -3.495  -2.114  0.4397
N  -0.625  -2.447  -1.699  -0.6304
H  -0.513  -5.054  -3.736  0.0146
H  -0.400  -5.722  -1.839  0.0163
H  1.223  -4.945  -2.728  0.0053
I  -3.895  -0.113  -2.635  0.0444
I  -1.619  0.495  -3.910  0.0075

Computed properties:
* frontier orbital gap: 6.43 eV
* net charge: 0
* E_LUMO: -2.1356 eV

Formula: C6H14LuO4
Source: OMol25
Level of theory: ωB97M-V with the def2-TZVPD basis set

Last column: natural (NBO) charge in e.
Element x y z (Å)
C  -1.096  -2.941  -0.215  -0.2330
O  -1.619  -1.656  -0.076  -0.5522
C  -1.507  -1.141  1.263  -0.5312
C  -1.803  0.333  1.244  -0.1426
O  -0.568  1.092  1.073  -0.6506
C  -0.182  1.351  -0.285  -0.1384
C  1.302  1.118  -0.409  -0.1073
O  1.580  -0.206  0.045  -0.6717
C  2.895  -0.653  -0.240  -0.2662
Lu  0.618  -0.687  2.048  1.5417
H  -1.228  -3.258  -1.258  0.2074
H  -0.016  -2.967  0.034  0.1346
H  -1.610  -3.667  0.443  0.1717
H  -2.249  -1.657  1.902  0.1915
H  -2.201  0.648  2.218  0.2132
H  -2.509  0.654  0.458  0.2411
H  -0.418  2.391  -0.567  0.3145
H  -0.719  0.655  -0.944  0.2111
H  1.876  1.837  0.197  0.1995
H  1.610  1.223  -1.460  0.2372
H  3.001  -1.657  0.186  0.2039
H  3.047  -0.696  -1.328  0.2175
H  3.639  0.021  0.210  0.1979
O  -0.729  4.537  -2.072  -1.3933
H  -1.113  5.326  -2.466  0.4038

Computed properties:
* spin multiplicity: 2
* frontier orbital gap (spin up / spin down): 3.47 / 2.31 eV
* net charge: 0
* E_LUMO (spin up / spin down): -1.2703 / -2.4233 eV
* expectation value of S²: 0.753